{
  "formula": "C21H15BBr2F4N4O6Ti",
  "method": "ωB97M-V with the def2-TZVPD basis set",
  "symbols": ["Ti", "O", "C", "C", "C", "C", "C", "C", "C", "N", "C", "C", "N", "H", "H", "H", "H", "H", "H", "H", "O", "C", "C", "C", "N", "C", "Br", "C", "H", "H", "H", "H", "O", "N", "O", "F", "B", "F", "F", "F", "Br", "C", "C", "C", "C", "C", "C", "C", "O", "O", "H", "H", "H", "H"],
  "xyz": [[0.219, 0.107, -0.255], [1.382, -1.211, -0.834], [2.570, -1.575, -0.407], [2.987, -2.910, -0.529], [4.208, -3.332, -0.049], [5.075, -2.429, 0.563], [4.694, -1.105, 0.661], [3.465, -0.654, 0.178], [3.110, 0.767, 0.232], [1.952, 1.311, -0.110], [2.101, 2.676, -0.019], [3.355, 2.968, 0.398], [3.985, 1.751, 0.554], [2.300, -3.602, -1.003], [4.495, -4.373, -0.149], [6.029, -2.756, 0.955], [5.371, -0.406, 1.141], [1.305, 3.338, -0.308], [3.847, 3.905, 0.596], [4.937, 1.612, 0.835], [-3.838, -4.326, -1.764], [-3.059, -3.338, -1.274], [-1.827, -3.563, -0.693], [-1.084, -2.489, -0.260], [-1.475, -1.202, -0.374], [-2.699, -1.027, -0.883], [-3.471, 0.688, -1.020], [-3.520, -2.043, -1.338], [-3.391, -5.170, -1.643], [-1.440, -4.570, -0.579], [-0.144, -2.655, 0.241], [-4.495, -1.825, -1.746], [0.685, -1.606, 3.158], [0.830, -1.491, 1.980], [0.439, -0.335, 1.501], [0.287, 1.088, -4.526], [0.604, 1.108, -3.168], [-0.317, 0.192, -2.446], [0.420, 2.384, -2.614], [1.910, 0.657, -2.971], [0.788, 2.764, 3.657], [0.007, 3.994, 2.447], [0.335, 5.336, 2.571], [-0.150, 6.250, 1.647], [-0.953, 5.820, 0.599], [-1.278, 4.478, 0.488], [-0.816, 3.549, 1.419], [-1.155, 2.089, 1.204], [-1.762, 1.472, 2.044], [-0.782, 1.646, 0.020], [0.977, 5.657, 3.380], [0.112, 7.297, 1.739], [-1.308, 6.525, -0.143], [-1.877, 4.116, -0.340]],
  "e_tot_ev": -215023.8332,
  "spin_multiplicity": 2,
  "orbital_gap_ev": [6.019, 7.532],
  "e_homo_ha": [-0.14048, -0.19609],
  "lumo_energy_ev": [2.20, 2.20],
  "total_charge": -1
}